No. 1
Molecular formula: C6H7N
Method: DFT, ωB97M-V/def2-TZVPD

Properties
Charge: 0
Lowest unoccupied orbital energy: 1.13 eV
E_HOMO: -7.948 eV
Strongest force on any atom: 3.7 eV/Å

Positions of all 14 atoms, in Å:
C 0.5755 -1.4213 0.0580
C -2.7412 -0.3891 0.6159
C -2.5813 0.4810 -0.3232
C -0.3543 -0.5835 -0.3914
C 1.6314 -0.3564 -0.0583
C 0.5172 0.6564 -0.4105
N -1.8808 -0.7695 -0.5581
H 0.6948 -2.3403 0.4646
H -2.9444 -0.6945 1.6531
H -2.5762 1.4459 -0.7274
H 2.2882 -0.0072 0.8646
H 2.2785 -0.4197 -0.8353
H 0.4204 1.1981 -1.3730
H 0.4198 1.2995 0.5574


No. 2
Molecular formula: C6H7N
Method: DFT, ωB97M-V/def2-TZVPD

Properties
Charge: 0
Lowest unoccupied orbital energy (spin up / spin down): -1.81 / -1.80 eV
E_HOMO (spin up / spin down): -8.605 / -8.542 eV
Strongest force on any atom: 4.0 eV/Å

Positions of all 14 atoms, in Å:
C 2.8734 0.0580 -0.1886
C 0.6055 -0.8941 -0.4153
C 2.0263 -0.8804 -0.6413
C -0.4516 -0.1227 0.0494
C -0.2394 1.2231 0.6954
C -1.7925 -0.5739 -0.2834
N 3.6968 0.8239 0.1261
H 0.2007 -1.7063 -0.9326
H 0.6604 1.5842 0.2520
H -0.1555 1.0407 1.8177
H -1.1263 1.7206 0.6043
H -2.0026 -0.3260 -1.2692
H -2.5688 -0.3059 0.4127
H -1.7264 -1.6411 -0.2273


No. 3
Molecular formula: C6H7N
Method: DFT, ωB97M-V/def2-TZVPD

Properties
Charge: 0
Lowest unoccupied orbital energy: 0.67 eV
E_HOMO: -9.335 eV
SMILES: N#CC1C=CC=C1.[H][H]
Strongest force on any atom: 1.1 eV/Å

Positions of all 14 atoms, in Å:
N -0.2753 3.0071 -0.2848
C -0.1301 1.9859 0.2388
C 0.0608 0.6965 0.9142
C 1.3850 0.0419 0.5854
C 1.1546 -1.1951 0.1251
C -0.2961 -1.4419 0.0800
C -0.9496 -0.3547 0.5098
H -0.0061 0.8763 1.9980
H 2.3395 0.5328 0.7316
H 1.9095 -1.9156 -0.1711
H -0.7508 -2.3639 -0.2661
H -2.0201 -0.2023 0.5751
H -0.8545 0.2588 -2.4675
H -1.5669 0.0742 -2.5683


No. 4
Molecular formula: C6H7N
Method: DFT, ωB97M-V/def2-TZVPD

Properties
Charge: 0
Lowest unoccupied orbital energy (spin up / spin down): -0.72 / -0.72 eV
E_HOMO (spin up / spin down): -8.436 / -8.438 eV
SMILES: [H]/N=C1/C=C2[C@@H](C)[C@@H]21
Strongest force on any atom: 3.8 eV/Å

Positions of all 14 atoms, in Å:
H 3.1547 -1.6544 -0.1185
N 3.1562 -0.6824 0.0961
C 2.0963 -0.0256 0.0979
C 1.8100 1.3721 0.0994
C 0.4841 1.2921 -0.3077
C -0.2743 0.3333 0.4893
C -1.7002 -0.0264 0.0667
C 0.7297 -0.4177 -0.2691
H 2.5131 2.2713 -0.0043
H -0.2568 0.5692 1.6288
H -1.7780 -0.6094 -0.8947
H -2.1798 0.8876 -0.0410
H -2.3069 -0.4594 0.7665
H 0.6109 -1.0095 -1.1472


No. 5
Molecular formula: C6H7N
Method: DFT, ωB97M-V/def2-TZVPD

Properties
Charge: 0
Lowest unoccupied orbital energy: 0.46 eV
E_HOMO: -9.510 eV
SMILES: C#CC#N.C=CC
Strongest force on any atom: 2.7 eV/Å

Positions of all 14 atoms, in Å:
C -2.3550 -0.8159 0.9949
C -2.3825 -0.3449 -0.1147
C -2.6125 0.1678 -1.3734
N -2.8059 0.5223 -2.4474
H -2.4063 -1.2667 1.9502
C 1.9872 -0.1979 1.2156
C 1.3058 -0.4049 0.0783
C 1.0128 0.7896 -0.7392
H 2.0700 -1.0773 1.7917
H 2.2363 0.7901 1.6686
H 1.0586 -1.3041 -0.4289
H 1.9498 1.4682 -0.5773
H 0.0844 1.2039 -0.3001
H 0.8576 0.4699 -1.7182


No. 6
Molecular formula: C6H7N
Method: DFT, ωB97M-V/def2-TZVPD

Properties
Charge: 0
Lowest unoccupied orbital energy: 0.55 eV
E_HOMO: -10.049 eV
SMILES: [H]/N=C\C#C.C#CC
Strongest force on any atom: 1.1 eV/Å

Positions of all 14 atoms, in Å:
H -2.9719 -5.2061 0.1055
N -2.1161 -5.5299 0.5561
C -1.0512 -5.0765 0.0597
C -0.9341 -4.1820 -1.0389
C -0.9188 -3.4254 -1.9727
H -0.1141 -5.3955 0.5106
H -0.8699 -2.7637 -2.7869
C -0.2676 4.6515 -0.0069
C 0.8294 4.5519 0.4596
C 2.1550 4.4321 1.0233
H -1.2295 4.7392 -0.4149
H 2.8959 4.3836 0.2256
H 2.3701 5.2942 1.6544
H 2.2229 3.5265 1.6256